Entry 1:
A molecular structure, C29H26Cl2NO4RuS2Si. Source: OMol25; level of theory: ωB97M-V/def2-TZVPD.

Structure (ORCA input):
```
! wB97M-V def2-TZVPD RIJCOSX def2/J DEFGRID3
* xyz 1 5
Ru -0.033 0.584 1.156
Cl -0.266 0.237 3.764
C -0.938 1.827 4.116
C -1.615 1.969 5.310
C -2.153 3.207 5.625
C -2.006 4.276 4.757
C -1.329 4.104 3.562
Cl -1.174 5.444 2.489
C -0.782 2.868 3.200
S 0.018 2.708 1.640
H -1.721 1.123 5.972
H -2.692 3.338 6.553
H -2.423 5.245 4.990
C 5.750 0.696 2.631
C 4.272 0.866 2.767
C 3.580 -0.064 3.716
C 3.742 2.264 2.705
Si 3.423 0.054 0.732
O 1.880 0.295 0.928
C 3.946 -1.715 0.867
C 5.141 -2.193 0.327
C 5.475 -3.535 0.428
C 4.616 -4.416 1.068
C 3.417 -3.959 1.599
C 3.086 -2.619 1.498
C 4.229 1.248 -0.424
C 5.591 1.275 -0.734
C 6.096 2.213 -1.618
C 5.248 3.146 -2.201
C 3.894 3.142 -1.896
C 3.390 2.203 -1.011
H 6.209 0.933 3.601
H 6.180 1.374 1.896
H 6.026 -0.336 2.405
H 3.746 0.311 4.735
H 3.979 -1.075 3.670
H 2.500 -0.076 3.568
H 3.980 2.757 3.659
H 2.657 2.293 2.597
H 4.208 2.850 1.914
H 5.815 -1.526 -0.193
H 6.402 -3.894 0.001
H 4.877 -5.463 1.145
H 2.742 -4.648 2.087
H 2.145 -2.271 1.909
H 6.276 0.572 -0.278
H 7.152 2.220 -1.851
H 5.645 3.879 -2.890
H 3.231 3.867 -2.347
H 2.331 2.208 -0.779
O -0.986 -0.295 -0.825
C -2.076 0.032 -0.310
N -2.040 0.487 0.961
S -3.502 1.066 1.501
O -3.924 0.308 2.636
O -3.436 2.493 1.607
C -4.343 0.565 0.018
C -5.685 0.670 -0.270
C -6.104 0.219 -1.518
C -5.201 -0.318 -2.430
C -3.851 -0.420 -2.126
C -3.433 0.028 -0.884
H -6.385 1.090 0.439
H -7.150 0.286 -1.784
H -5.561 -0.660 -3.390
H -3.140 -0.838 -2.826
*
```

The HOMO-LUMO gap (alpha / beta) is 7.69 / 6.00 eV. The expectation value of S² is 6.0198. As for the highest occupied orbital energy (alpha / beta): -0.404 / -0.415 Ha. As for the lowest unoccupied orbital energy (alpha / beta): -3.31 / -5.30 eV.



Entry 2:
A molecular structure, C29H26Cl5F3FeN4 at a distorted geometry. Source: OMol25; level of theory: ωB97M-V/def2-TZVPD.

Structure (ORCA input):
```
! wB97M-V def2-TZVPD RIJCOSX def2/J DEFGRID3
* xyz -1 6
Fe -0.456 -0.542 0.246
C -3.702 0.229 -0.841
C -2.223 2.553 -0.312
C -0.768 2.816 -0.310
N 0.089 1.706 0.087
C 1.393 1.932 -0.029
C 1.913 3.137 -0.577
C 3.199 3.613 -0.775
C 4.429 3.066 -0.467
C 4.605 1.826 0.135
C 3.689 0.878 0.525
C 2.263 0.812 0.453
N 1.616 -0.253 0.846
C 2.409 -1.384 1.312
C 1.551 -2.579 1.684
C 1.003 -3.330 0.477
N 0.311 -2.442 -0.428
C 0.006 -2.844 -1.627
C 0.150 -4.207 -2.033
C 0.108 -4.813 -3.269
C -0.043 -4.257 -4.534
C -0.279 -2.912 -4.775
C -0.521 -1.858 -3.916
C -0.592 -1.773 -2.493
N -1.058 -0.752 -1.831
C -1.691 0.360 -2.509
C -3.193 0.504 -2.209
H -4.036 0.171 1.230
H -4.766 0.075 -0.712
H -2.844 3.304 -0.801
H -3.385 2.089 1.494
H -0.508 3.137 -1.334
H -0.542 3.698 0.322
H 1.164 3.833 -0.912
H 3.236 4.593 -1.243
H 5.314 3.640 -0.710
H 5.637 1.546 0.332
H 4.149 0.009 0.971
H 3.133 -1.684 0.538
H 2.997 -1.085 2.190
H 2.166 -3.274 2.264
H 0.740 -2.255 2.333
H 1.842 -3.815 -0.047
H 0.337 -4.129 0.824
H 0.315 -4.886 -1.206
H 0.248 -5.891 -3.243
H 0.039 -4.916 -5.390
H -0.308 -2.632 -5.825
H -0.693 -0.925 -4.433
H -1.179 1.265 -2.187
H -1.603 0.338 -3.597
H -3.530 1.452 -2.654
H -3.722 -0.283 -2.767
Cl 2.189 2.900 3.002
C 0.589 2.531 3.509
C -0.395 1.956 2.747
C -1.566 1.690 3.073
Cl -3.150 1.005 0.583
C -2.106 1.903 4.310
Cl -3.736 1.524 4.743
C -1.198 2.483 5.202
Cl -1.706 2.826 6.814
C 0.123 2.793 4.807
Cl 1.205 3.511 5.941
F -1.309 -2.778 2.216
C -1.882 -1.729 1.508
F -2.830 -2.364 0.756
F -2.633 -1.115 2.526
*
```

The HOMO-LUMO gap (alpha / beta) is 5.49 / 5.59 eV. The expectation value of S² is 8.7830. For the energy above the lowest of the compared OMol25 structures with the same formula, charge and spin, the calculation gives 1266.37 kJ/mol. As for the highest occupied orbital energy (alpha / beta): -0.146 / -0.149 Ha. As for the lowest unoccupied orbital energy (alpha / beta): 1.53 / 1.55 eV.



Entry 3:
A molecular structure, C29H26ClN2O3PPdS2. Source: OMol25; level of theory: ωB97M-V/def2-TZVPD.

Structure (ORCA input):
```
! wB97M-V def2-TZVPD RIJCOSX def2/J DEFGRID3
* xyz 0 3
Pd -0.218 1.414 1.441
Cl 0.432 0.324 3.870
C 1.893 -0.510 3.413
C 2.773 -0.824 4.435
C 3.949 -1.492 4.138
C 4.239 -1.842 2.828
C 3.349 -1.517 1.818
C 2.156 -0.845 2.086
P 1.010 -0.425 0.719
C 2.144 -0.172 -0.675
C 3.077 0.858 -0.564
C 3.946 1.128 -1.606
C 3.883 0.378 -2.775
C 2.955 -0.645 -2.891
C 2.087 -0.924 -1.843
C 0.119 -1.956 0.345
C -0.865 -1.904 -0.642
C -1.604 -3.032 -0.953
C -1.367 -4.220 -0.276
C -0.390 -4.279 0.706
C 0.353 -3.150 1.020
H 2.535 -0.539 5.450
H 4.640 -1.734 4.935
H 5.157 -2.362 2.590
H 3.583 -1.782 0.794
H 3.125 1.447 0.343
H 4.668 1.929 -1.510
H 4.559 0.591 -3.593
H 2.905 -1.234 -3.797
H 1.373 -1.731 -1.941
H -1.063 -0.973 -1.163
H -2.384 -2.972 -1.701
H -1.955 -5.099 -0.507
H -0.211 -5.204 1.238
H 1.104 -3.201 1.798
O -4.079 0.299 -2.315
C -4.397 -0.544 -1.317
C -5.373 -1.508 -1.584
C -5.744 -2.417 -0.614
C -5.149 -2.390 0.645
C -4.178 -1.446 0.907
C -3.785 -0.513 -0.053
C -2.672 0.416 0.286
O -2.056 0.233 1.386
N -2.379 1.334 -0.628
N -1.306 2.141 -0.273
C -1.098 3.132 -1.055
S 0.245 4.231 -0.836
C -0.329 5.404 -2.094
C -1.006 4.631 -3.205
S -2.140 3.444 -2.440
H -3.385 0.910 -1.966
H -5.826 -1.514 -2.567
H -6.505 -3.153 -0.839
H -5.440 -3.103 1.406
H -3.678 -1.412 1.866
H 0.541 5.953 -2.451
H -1.025 6.105 -1.631
H -0.276 4.093 -3.810
H -1.592 5.285 -3.850
C 2.164 3.374 1.891
O 0.821 3.069 1.973
H 2.354 4.349 2.362
H 2.534 3.453 0.855
H 2.805 2.643 2.419
*
```

The HOMO-LUMO gap (alpha / beta) is 7.73 / 6.74 eV. The expectation value of S² is 2.0082. For the energy above the lowest of the compared OMol25 structures with the same formula, charge and spin, the calculation gives 0.00 kJ/mol. As for the highest occupied orbital energy (alpha / beta): -0.273 / -0.283 Ha. As for the lowest unoccupied orbital energy (alpha / beta): 0.31 / -0.97 eV.



Entry 4:
A single C29H26ClN3O3 molecule. Source: OMol25; level of theory: ωB97M-V/def2-TZVPD.

Structure (ORCA input):
```
! wB97M-V def2-TZVPD RIJCOSX def2/J DEFGRID3
* xyz 0 1
C -3.913 -0.504 -4.836
C -3.445 0.897 -4.565
C -4.138 2.005 -5.038
Cl -5.588 1.805 -5.968
C -3.712 3.301 -4.796
C -2.562 3.507 -4.059
C -1.845 2.432 -3.568
C -2.279 1.135 -3.817
N -1.577 0.020 -3.337
C -0.388 -0.018 -2.687
O 0.298 0.930 -2.391
C 0.066 -1.458 -2.379
O 0.972 -1.463 -1.293
C 0.453 -1.055 -0.124
O -0.712 -0.772 0.009
C 1.481 -1.066 0.953
C 1.333 -1.895 2.043
C 2.364 -1.912 3.015
N 3.415 -1.142 2.951
C 3.549 -0.279 1.928
C 4.668 0.578 1.918
C 4.831 1.484 0.908
C 3.888 1.570 -0.128
C 2.794 0.748 -0.152
C 2.602 -0.202 0.870
C 2.295 -2.827 4.205
C 0.946 -3.558 4.352
N -0.174 -2.942 3.679
C -0.795 -1.800 4.338
C 0.026 -0.533 4.389
C 0.003 0.365 3.328
C 0.832 1.472 3.324
C 1.682 1.708 4.391
C 1.677 0.847 5.474
C 0.851 -0.263 5.474
C 0.118 -2.757 2.275
H -4.808 -0.486 -5.451
H -4.158 -1.019 -3.906
H -3.151 -1.073 -5.370
H -4.279 4.133 -5.182
H -2.221 4.511 -3.863
H -0.950 2.589 -2.991
H -2.040 -0.862 -3.497
H 0.621 -1.860 -3.230
H -0.795 -2.096 -2.147
H 5.370 0.498 2.733
H 5.685 2.146 0.903
H 4.027 2.301 -0.911
H 2.067 0.837 -0.944
H 3.104 -3.556 4.120
H 2.513 -2.220 5.085
H 0.695 -3.667 5.409
H 1.036 -4.566 3.929
H -1.044 -2.123 5.353
H -1.729 -1.605 3.802
H -0.660 0.192 2.492
H 0.819 2.148 2.482
H 2.340 2.564 4.381
H 2.321 1.037 6.320
H 0.846 -0.930 6.326
H -0.756 -2.321 1.790
H 0.287 -3.752 1.841
*
```

The HOMO-LUMO gap is 8.58 eV. For the energy above the lowest of the compared OMol25 structures with the same formula, charge and spin, the calculation gives 14.13 kJ/mol. As for the highest occupied orbital energy: -0.309 Ha. As for the lowest unoccupied orbital energy: 0.18 eV. Its SMILES is Cc1c(Cl)cccc1NC(=O)COC(=O)c1c2c(nc3ccccc13)CCN(Cc1ccccc1)C2.



Entry 5:
A molecular structure, C29H26F5N2O2PPd at a distorted geometry. Source: OMol25; level of theory: ωB97M-V/def2-TZVPD.

Structure (ORCA input):
```
! wB97M-V def2-TZVPD RIJCOSX def2/J DEFGRID3
* xyz 0 1
Pd -1.430 -2.094 -0.240
N 1.021 -2.668 1.786
P 0.945 -2.141 0.160
C 1.507 -0.404 0.280
C 1.511 0.317 1.465
C 1.925 1.640 1.462
C 2.321 2.243 0.282
C 2.293 1.532 -0.907
C 1.884 0.215 -0.908
C 2.550 -2.738 -0.501
C 2.605 -3.121 -1.837
C 3.825 -3.397 -2.431
C 4.991 -3.304 -1.693
C 4.941 -2.924 -0.362
C 3.728 -2.630 0.230
C -0.081 -2.675 2.613
C 0.085 -2.609 4.004
C -1.032 -2.596 4.811
C -2.287 -2.681 4.225
C -2.366 -2.773 2.847
N -1.294 -2.769 2.061
H 1.911 -2.586 2.268
H 1.166 -0.140 2.383
H 1.925 2.205 2.384
H 2.644 3.274 0.278
H 2.584 2.013 -1.828
H 1.838 -0.348 -1.830
H 1.685 -3.196 -2.405
H 3.866 -3.682 -3.472
H 5.943 -3.525 -2.151
H 5.848 -2.838 0.215
H 3.705 -2.301 1.260
H 1.079 -2.546 4.423
H -0.923 -2.515 5.884
H -3.182 -2.668 4.823
H -3.323 -2.859 2.350
F -3.880 -3.614 -0.150
C -3.386 -2.515 -0.842
F -3.515 -2.852 -2.172
C -4.284 -1.330 -0.533
F -4.081 -0.972 0.757
F -5.611 -1.501 -0.666
F -3.954 -0.276 -1.288
C -0.895 6.204 -1.701
C -1.000 4.730 -1.452
C -0.861 3.822 -2.491
C -0.923 2.451 -2.282
C -0.730 1.558 -3.465
C -1.160 1.965 -0.983
C -1.354 2.875 0.073
C -1.685 2.444 1.467
C -1.261 4.235 -0.183
C -1.231 0.499 -0.751
O -1.070 -0.311 -1.701
O -1.447 0.044 0.410
H -0.324 6.402 -2.604
H -0.413 6.705 -0.865
H -1.885 6.643 -1.823
H -0.701 4.194 -3.494
H -0.552 2.154 -4.359
H -1.609 0.936 -3.616
H 0.112 0.890 -3.300
H -0.848 1.907 1.908
H -2.531 1.762 1.458
H -1.922 3.305 2.089
H -1.412 4.933 0.628
*
```

The HOMO-LUMO gap (alpha / beta) is 7.12 / 7.33 eV. For the energy above the lowest of the compared OMol25 structures with the same formula, charge and spin, the calculation gives 140.81 kJ/mol. As for the highest occupied orbital energy (alpha / beta): -0.303 / -0.300 Ha. As for the lowest unoccupied orbital energy (alpha / beta): -1.11 / -0.83 eV.



Entry 6:
A molecular structure, C29H26F5N2OPPdSe. Source: OMol25; level of theory: ωB97M-V/def2-TZVPD.

Structure (ORCA input):
```
! wB97M-V def2-TZVPD RIJCOSX def2/J DEFGRID3
* xyz 2 5
Pd -0.017 -0.041 -1.065
O 1.674 -2.553 -2.187
C 2.316 -2.193 -1.287
C 3.092 -1.824 -0.243
C 4.499 -2.123 -0.309
C 5.293 -1.838 0.762
C 4.772 -1.266 1.940
C 3.428 -0.963 2.017
C 2.561 -1.200 0.948
P 0.848 -0.757 1.058
C 0.082 -1.530 2.468
C -0.649 -0.818 3.421
C -1.231 -1.495 4.481
C -1.091 -2.872 4.590
C -0.358 -3.582 3.645
C 0.226 -2.917 2.583
C 0.606 1.027 1.047
C -0.708 1.538 1.043
C -0.922 2.909 0.975
C 0.161 3.773 0.924
C 1.467 3.279 0.935
C 1.695 1.921 0.987
H 4.908 -2.581 -1.198
H 6.348 -2.070 0.703
H 5.421 -1.072 2.781
H 3.031 -0.530 2.929
H -0.742 0.258 3.362
H -1.783 -0.945 5.230
H -1.542 -3.395 5.422
H -0.237 -4.653 3.742
H 0.810 -3.472 1.857
H -1.555 0.865 1.132
H -1.932 3.296 0.979
H -0.006 4.842 0.891
H 2.302 3.966 0.914
H 2.707 1.534 0.991
C -3.660 -0.435 -1.221
C -3.021 -1.802 -1.006
C -3.662 -2.863 -1.894
C -3.079 -2.202 0.463
N -1.559 -1.702 -1.317
N -1.194 -1.156 -2.589
H -4.641 -0.422 -0.747
H -3.831 -0.200 -2.274
H -3.063 0.363 -0.771
H -4.732 -2.917 -1.700
H -3.238 -3.850 -1.699
H -3.537 -2.631 -2.954
H -4.112 -2.396 0.748
H -2.686 -1.413 1.107
H -2.509 -3.114 0.651
H -1.113 -2.611 -1.225
H -1.983 -0.684 -3.018
H -0.784 -1.835 -3.224
F -0.396 6.615 -3.508
C 0.072 5.419 -3.259
C 1.435 5.167 -3.380
F 2.254 6.135 -3.737
C 1.911 3.896 -3.116
F 3.207 3.667 -3.224
C 1.056 2.855 -2.715
Se 1.792 1.196 -2.335
C -0.312 3.150 -2.611
F -1.183 2.193 -2.267
C -0.806 4.403 -2.874
F -2.100 4.657 -2.771
*
```

The HOMO-LUMO gap (alpha / beta) is 6.72 / 6.40 eV. The expectation value of S² is 6.0702. For the energy above the lowest of the compared OMol25 structures with the same formula, charge and spin, the calculation gives 7.62 kJ/mol. As for the highest occupied orbital energy (alpha / beta): -0.444 / -0.546 Ha. As for the lowest unoccupied orbital energy (alpha / beta): -5.36 / -8.46 eV.



Entry 7:
4 unconnected molecules or ions with the total composition C29H26FN3O2S at a distorted geometry. Source: OMol25; level of theory: ωB97M-V/def2-TZVPD.

Structure (ORCA input):
```
! wB97M-V def2-TZVPD RIJCOSX def2/J DEFGRID3
* xyz 0 1
C -6.398 4.348 -2.106
C -5.747 3.198 -1.974
C -5.192 1.824 -1.323
C -5.800 0.440 -1.792
C -5.284 -0.914 -1.116
S -5.893 -2.615 -1.547
O -7.144 -2.893 -0.732
O -4.827 -3.661 -1.210
F -6.278 -2.793 -3.188
C -4.174 -0.776 0.001
C -3.526 0.624 0.445
N -2.513 0.571 1.486
C -2.010 1.889 1.795
C -0.856 2.009 2.942
N -1.415 1.471 4.253
C -2.506 3.207 1.086
N -3.540 3.288 0.082
C -4.032 1.953 -0.216
H -6.840 5.420 -2.052
H -6.611 0.332 -2.610
H -3.821 -1.759 0.517
H -0.034 1.232 2.627
H -0.436 3.072 3.054
H -2.455 1.561 4.191
H -1.226 0.445 4.242
H -2.000 4.204 1.402
C 1.942 -1.005 3.474
C 1.361 -1.467 2.294
C 1.935 -2.533 1.607
C 3.093 -3.134 2.095
C 3.678 -2.665 3.269
C 3.102 -1.602 3.959
H 1.490 -0.178 4.014
H 0.459 -0.997 1.912
H 1.481 -2.896 0.690
H 3.539 -3.966 1.561
H 4.584 -3.130 3.646
H 3.557 -1.239 4.875
C 0.501 -2.003 -3.818
C 1.605 -2.374 -4.579
C 2.876 -2.376 -4.009
C 3.042 -2.002 -2.678
C 1.938 -1.621 -1.920
C 0.667 -1.623 -2.489
H -0.490 -2.008 -4.261
H 1.476 -2.664 -5.618
H 3.737 -2.669 -4.602
H 4.031 -2.006 -2.233
H 2.068 -1.324 -0.884
H -0.194 -1.329 -1.897
C 4.603 2.787 -1.201
C 3.276 2.375 -1.280
C 2.748 1.534 -0.305
C 3.549 1.100 0.749
C 4.879 1.504 0.823
C 5.406 2.349 -0.151
H 5.013 3.448 -1.958
H 2.651 2.711 -2.103
H 1.711 1.216 -0.365
H 3.137 0.446 1.511
H 5.506 1.162 1.640
H 6.443 2.666 -0.092
*
```

The HOMO-LUMO gap is 7.07 eV. As for the highest occupied orbital energy: -0.338 Ha. As for the lowest unoccupied orbital energy: -2.12 eV. Its SMILES is C#Cc1cc(S(=O)(=O)F)cc2nc(CN)cnc12.c1ccccc1.c1ccccc1.c1ccccc1.



no.,total energy (Eh)
1,-3577.332400
2,-5203.458880
3,-3181.694769
4,-1970.933077
5,-2349.282691
6,-4674.741689
7,-1933.044421